# C3H3N3O2

One molecule with the formula C3H3N3O2 in a non-equilibrium geometry (ωB97M-V with the def2-TZVPD basis set, the OMol25 dataset).

Atoms and positions in Å:
C 1.13 0.89 0.02
C 0.75 0.57 -1.32
C -1.49 -1.09 0.74
H 2.21 1.79 1.27
H 1.25 0.73 -2.26
H -1.29 -0.84 1.85
N -0.29 -0.26 -1.28
N -0.61 -0.24 0.05
N 0.27 0.44 0.86
O 2.25 1.54 0.30
O -2.26 -1.97 0.32

SMILES: O=Cn1ncc(O)n1
Energy above the lowest of the compared OMol25 structures with the same formula, charge and spin in eV: 2.694
Gap between HOMO and LUMO in eV: 10.07
Lowest unoccupied orbital energy in eV: -0.02

Okay, here come the Mulliken numbers, in e, for every atom:
1 C 0.58
2 C -0.33
3 C 0.18
4 H 0.37
5 H 0.41
6 H 0.31
7 N -0.61
8 N 0.81
9 N -0.74
10 O -0.50
11 O -0.48